Entry 1:
Here is C28H29CoIN6O5S2 as an isolated structure from the Open Molecules 2025 dataset. Energies are from wB97M-V/def2-TZVPD.

CARTESIAN COORDINATES (ANGSTROEM)
1 Co -0.252 0.869 -0.551
2 C 0.274 -3.179 -2.056
3 C 0.504 -1.808 -1.510
4 N -0.219 -1.285 -0.590
5 N -1.341 -2.015 -0.246
6 C -1.682 -2.199 1.059
7 N -2.979 -2.596 1.215
8 S -0.613 -2.058 2.303
9 C 1.599 -0.928 -2.038
10 C 2.505 -1.354 -2.996
11 C 3.485 -0.469 -3.432
12 C 3.538 0.799 -2.887
13 C 2.584 1.149 -1.939
14 N 1.635 0.317 -1.543
15 H 0.027 -3.852 -1.235
16 H 1.138 -3.570 -2.582
17 H -0.568 -3.160 -2.752
18 H -1.981 -2.194 -1.012
19 H -3.672 -2.305 0.544
20 H -3.277 -2.671 2.172
21 H 2.454 -2.347 -3.413
22 H 4.193 -0.775 -4.190
23 H 4.291 1.513 -3.189
24 H 2.566 2.134 -1.487
25 C 3.964 1.672 4.809
26 O 3.677 2.973 4.327
27 C 2.821 3.075 3.281
28 C 2.597 4.394 2.825
29 C 1.750 4.586 1.777
30 C 1.090 3.523 1.107
31 C 0.243 3.791 -0.027
32 C -0.212 5.193 -0.357
33 O -0.198 2.915 -0.796
34 C 1.305 2.186 1.593
35 O 0.733 1.140 1.132
36 C 2.197 2.008 2.691
37 H 4.693 1.800 5.605
38 H 4.387 1.045 4.021
39 H 3.068 1.193 5.208
40 H 3.101 5.214 3.316
41 H 1.595 5.601 1.440
42 H 0.472 5.980 -0.061
43 H -1.159 5.353 0.163
44 H -0.403 5.250 -1.426
45 H 2.324 0.992 3.033
46 C -5.462 1.237 2.077
47 N -5.145 0.632 0.799
48 C -6.036 -0.083 0.013
49 C -5.356 -0.517 -1.066
50 N -4.057 -0.069 -0.924
51 C -3.914 0.641 0.218
52 S -2.522 1.362 0.819
53 H -6.227 2.003 1.952
54 H -4.554 1.690 2.466
55 H -5.815 0.477 2.774
56 H -7.067 -0.204 0.291
57 H -5.674 -1.086 -1.920
58 H -3.305 -0.238 -1.600
59 I 1.165 0.115 -8.971
60 C 0.275 0.029 -7.085
61 C 0.642 0.951 -6.115
62 C 0.050 0.886 -4.863
63 C -0.893 -0.094 -4.579
64 C -1.252 -1.007 -5.562
65 C -0.673 -0.950 -6.821
66 C -1.477 -0.194 -3.193
67 O -2.209 -1.174 -2.923
68 O -1.129 0.698 -2.374
69 H 1.380 1.711 -6.334
70 H 0.312 1.598 -4.091
71 H -1.984 -1.768 -5.324
72 H -0.954 -1.659 -7.587

Its spin multiplicity is 4.

Results of the Löwdin charge analysis, in e, for atoms 1 through 5: number 1, Co, carries 0.5848; number 2, C, carries 0.0083; number 3, C, carries -0.2183; number 4, N, carries 0.0378; number 5, N, carries -0.0239

***

Entry 2:
Here is C28H29FeN7OS6SbSe as an isolated structure from the Open Molecules 2025 dataset. Energies are from wB97M-V/def2-TZVPD.

CARTESIAN COORDINATES (ANGSTROEM)
1 Fe -1.029 -1.637 0.263
2 C -3.226 0.102 -1.859
3 C -2.488 0.519 -0.620
4 N -2.594 -0.216 0.461
5 N -2.467 0.380 1.657
6 C -1.929 -0.232 2.638
7 S -1.129 -1.738 2.598
8 S -2.003 0.570 4.212
9 C -2.176 2.336 3.731
10 C -3.573 2.686 3.355
11 C -3.883 3.042 2.050
12 C -5.180 3.374 1.707
13 C -6.183 3.353 2.662
14 C -5.881 2.994 3.966
15 C -4.584 2.659 4.309
16 C -1.619 1.680 -0.607
17 C -1.887 2.908 -1.200
18 C -0.989 3.957 -1.107
19 C 0.213 3.777 -0.434
20 C 0.524 2.558 0.132
21 C -0.376 1.482 0.076
22 O -0.066 0.315 0.549
23 H -4.038 -0.570 -1.592
24 H -2.572 -0.428 -2.553
25 H -3.612 0.981 -2.378
26 H -1.484 2.508 2.910
27 H -1.856 2.885 4.618
28 H -3.103 3.044 1.303
29 H -5.410 3.654 0.688
30 H -7.199 3.613 2.393
31 H -6.660 2.976 4.717
32 H -4.347 2.359 5.320
33 H -2.834 3.057 -1.709
34 H -1.232 4.921 -1.540
35 H 0.921 4.596 -0.363
36 H 1.475 2.390 0.625
37 S -1.730 -5.505 1.913
38 Sb -1.126 -4.155 0.172
39 S -3.019 -2.899 -0.399
40 S 1.194 -2.468 0.555
41 C -3.006 -3.271 -4.387
42 C -1.484 -3.423 -4.452
43 C -0.837 -2.373 -3.629
44 N -0.690 -2.469 -2.362
45 N -0.132 -1.415 -1.773
46 C 0.276 -0.506 -2.606
47 N 1.140 0.505 -2.313
48 S -0.209 -0.841 -4.281
49 H -3.498 -4.048 -4.970
50 H -3.303 -2.297 -4.777
51 H -3.325 -3.349 -3.349
52 H -1.130 -3.358 -5.484
53 H -1.195 -4.389 -4.029
54 H 1.361 0.502 -1.315
55 H 0.885 1.423 -2.651
56 C 4.647 -1.938 2.659
57 N 4.931 -1.563 1.308
58 C 3.933 -1.319 0.386
59 Se 2.232 -0.551 0.752
60 N 4.576 -1.057 -0.811
61 C 5.922 -1.167 -0.662
62 C 6.972 -0.993 -1.551
63 C 8.267 -1.161 -1.042
64 C 8.488 -1.472 0.283
65 C 7.434 -1.637 1.191
66 C 6.147 -1.487 0.695
67 H 3.562 -1.989 2.766
68 H 5.036 -1.199 3.367
69 H 5.072 -2.920 2.888
70 H 4.061 -0.903 -1.660
71 H 6.803 -0.718 -2.581
72 H 9.109 -1.024 -1.708
73 H 9.503 -1.575 0.644
74 H 7.610 -1.847 2.235

Its spin multiplicity is 2. As for the net charge: -2.

Results of the Löwdin charge analysis, in e, for atoms 1 through 5: number 1, Fe, carries -0.3117; number 2, C, carries -0.0434; number 3, C, carries -0.2798; number 4, N, carries -0.0853; number 5, N, carries -0.0618

***

Entry 3:
Here is C28H29NOP2V as an isolated structure from the Open Molecules 2025 dataset. Energies are from wB97M-V/def2-TZVPD.

CARTESIAN COORDINATES (ANGSTROEM)
1 C 4.234 -0.750 0.317
2 C 2.960 -0.223 0.545
3 C 1.894 -1.130 0.264
4 C 2.082 -2.355 0.988
5 C 3.360 -2.928 0.932
6 C 4.405 -2.136 0.449
7 C 1.111 -2.616 2.086
8 C -0.247 -2.484 1.226
9 C -0.169 -1.950 -0.106
10 C -1.272 -2.105 -1.133
11 C -2.533 -2.469 -0.597
12 C -2.589 -2.918 0.728
13 C -1.477 -3.026 1.588
14 H 5.002 -0.009 0.119
15 H 3.489 -3.970 1.207
16 H 5.405 -2.550 0.349
17 H 1.080 -3.643 2.413
18 H -3.423 -2.415 -1.250
19 H -3.556 -3.183 1.139
20 H -1.568 -3.471 2.588
21 N 0.633 -0.816 -0.261
22 V -0.958 -0.057 -0.847
23 C 2.647 0.786 1.612
24 H 1.892 1.481 1.230
25 H 3.583 1.266 1.886
26 C -0.989 -2.089 -2.645
27 H 0.061 -2.348 -2.853
28 H -1.647 -2.817 -3.155
29 P 1.995 -0.146 3.077
30 P -1.240 -0.512 -3.565
31 C -2.938 -0.481 -4.123
32 H -3.304 0.535 -3.913
33 H -2.965 -0.693 -5.203
34 H -3.527 -1.225 -3.567
35 C -0.166 -0.495 -4.982
36 H -0.723 -0.915 -5.830
37 H 0.081 0.559 -5.163
38 H 0.748 -1.072 -4.789
39 C 3.031 0.276 4.481
40 H 3.989 0.678 4.140
41 H 2.518 1.004 5.114
42 H 3.207 -0.650 5.045
43 C 0.376 0.577 3.355
44 H -0.410 -0.173 3.226
45 H 0.363 0.953 4.382
46 H 0.209 1.391 2.645
47 C -1.934 0.507 0.633
48 O -2.538 0.959 1.544
49 H 1.481 -2.191 2.999
50 C -0.886 0.884 -2.575
51 C -1.177 1.877 -1.790
52 C -1.438 3.110 -1.185
53 C -0.393 3.867 -0.593
54 C -0.700 5.017 0.133
55 C -2.034 5.443 0.272
56 C -3.063 4.736 -0.379
57 C -2.778 3.578 -1.099
58 H 0.649 3.532 -0.692
59 H 0.119 5.582 0.596
60 H -2.283 6.325 0.877
61 H -4.100 5.072 -0.295
62 H -3.579 3.013 -1.594

Its spin multiplicity is 2. As for the net charge: +2.

Results of the natural (NBO) charge analysis, in e, for atoms 1 through 5: number 1, C, carries -0.2191; number 2, C, carries -0.0602; number 3, C, carries 0.2459; number 4, C, carries -0.1380; number 5, C, carries -0.1664

***

DFT total energy readings, ordered: -116085.9559, -213267.3591, -77285.5267 eV
Energy above the lowest of the compared OMol25 structures with the same formula, charge and spin readings, ordered: 0.000, 5.475, 6.042 eV